1.
ORCA calculation (the ωB97M-V functional and the def2-TZVPD basis) on a 10-piece molecular cluster, C46H58BCl3N2O34P2 overall.

Geometry as XYZ:
```
146
Properties=species:S:1:pos:R:3:forces:R:3:lowdin_charge:R:1
H 0.4301 -3.5598 -2.9329 0.0 0.1 0.1 0.045
N 0.6498 -4.5267 -2.6882 0.1 -0.3 -0.2 0.125
C 0.6691 -4.6958 -1.4381 -0.3 0.4 -0.3 -0.201
C 0.3877 -3.6188 -0.4137 0.6 -0.1 0.5 -0.107
C 1.0386 -2.3133 -0.7314 -0.7 0.2 0.0 -0.115
C 0.4256 -1.2012 -1.1630 -0.1 -0.6 0.3 -0.064
P -1.3427 -1.0679 -1.4871 0.2 2.0 -1.4 0.461
O -1.5543 0.0404 -2.4164 0.0 0.3 -0.1 -0.243
O -1.9080 -2.4146 -2.0877 -0.1 -0.3 0.8 -0.094
O -2.0253 -0.7421 -0.0815 -0.2 -1.0 0.2 -0.089
C 1.2851 0.0127 -1.3546 0.0 -0.1 -0.2 -0.291
O 1.1438 0.7894 -2.2669 0.1 0.1 -0.2 0.141
C 2.3800 0.1607 -0.3585 0.2 0.2 0.2 -0.043
C 2.7421 1.4080 0.1370 -0.2 0.0 -0.4 -0.135
C 2.0189 2.6262 -0.3617 0.5 -0.2 -0.1 -0.010
B 2.7234 3.2336 -1.6421 -0.3 -0.1 -0.2 -0.617
O 4.0202 2.8842 -1.9962 -0.4 -0.1 -0.1 0.139
O 2.0728 4.1524 -2.4285 0.2 0.0 -0.2 0.170
C 3.7672 1.4715 1.0796 0.8 -0.1 0.4 -0.132
C 4.1267 2.8275 1.6431 -1.0 -0.4 0.1 -0.115
C 2.9614 3.3526 2.5139 0.2 0.1 -0.4 -0.267
C 3.1608 3.0627 3.9766 -0.1 0.6 0.1 -0.573
Cl 1.5845 3.1645 4.8090 -0.1 -0.1 0.3 0.589
C 4.4456 0.3091 1.4943 -0.6 -0.1 0.3 -0.174
P 5.8409 0.3029 2.6844 0.8 -0.1 -0.9 0.760
N 7.2371 0.3338 1.9680 -0.4 -0.1 0.4 -0.276
C 4.0679 -0.9489 0.9802 0.0 0.6 -0.2 -0.192
C 4.7499 -2.1935 1.3932 0.2 -0.6 0.1 -0.720
Cl 6.0187 -2.7708 0.3740 0.1 0.2 0.0 0.730
C 4.3932 -2.8538 2.4952 -0.2 0.3 -0.5 -0.768
C 3.2667 -2.4086 3.3770 0.0 -0.5 -0.1 -0.087
Cl 5.2137 -4.2919 2.9630 0.1 -0.2 0.2 0.692
C 3.0205 -0.9944 0.0664 0.2 -0.4 0.0 -0.027
C 2.5133 -2.2806 -0.4968 0.2 0.3 -0.1 -0.265
O 3.1997 -3.2334 -0.7700 0.0 -0.2 0.3 0.134
H 0.8868 -5.6819 -1.0468 0.0 -0.2 0.1 0.099
H 0.8166 -3.9493 0.5316 0.0 -0.1 0.0 0.091
H -0.6704 -3.5099 -0.2152 -0.3 0.0 -0.2 0.099
H -2.6519 -2.7379 -1.5464 0.1 -0.5 -0.1 0.046
H -2.7351 -1.3595 0.1484 0.0 -0.1 0.3 0.074
H 1.0038 2.3559 -0.6142 -0.3 0.1 0.0 0.117
H 1.9386 3.4045 0.3905 0.1 0.1 0.0 0.108
H 4.0199 1.9519 -2.2445 0.4 -0.1 0.3 0.123
H 1.2876 3.7791 -2.8403 -0.3 0.2 0.2 0.112
H 4.3048 3.5115 0.8202 0.2 0.1 -0.1 0.124
H 5.0073 2.7585 2.2574 0.5 0.2 -0.1 0.078
H 2.0206 2.8986 2.2244 0.0 -0.2 -0.1 0.060
H 2.8502 4.4149 2.3186 -0.1 0.3 0.3 0.120
H 3.7826 3.8064 4.4597 0.2 0.1 0.0 0.075
H 3.5980 2.0898 4.1541 -0.2 -0.3 0.0 0.051
H 5.6339 -0.8393 3.4646 -0.3 0.2 0.3 0.011
H 5.5910 1.3655 3.5669 -0.3 -0.1 0.1 -0.006
H 7.7521 -0.4977 2.2355 0.3 0.1 -0.2 -0.043
H 2.3750 -2.2021 2.7931 -0.1 0.2 -0.1 0.078
H 3.0288 -3.2293 4.0430 -0.1 0.0 0.3 0.063
H 3.5364 -1.5237 3.9429 0.0 0.2 0.2 0.075
O -6.9173 2.8144 -0.2658 -0.1 0.1 0.1 0.140
C -5.8640 2.7387 -0.8219 0.0 0.0 -0.1 -0.576
O -5.3769 1.6200 -1.3873 0.0 0.2 0.0 0.068
C -4.2016 1.9782 -2.1457 0.2 -0.2 -0.2 -0.091
C -3.7619 3.2480 -1.4638 0.3 0.0 -0.1 -0.102
O -5.0025 3.7720 -0.9571 0.0 0.0 0.0 0.055
H -3.4515 1.1952 -2.0998 -0.1 -0.1 0.1 0.093
H -4.4903 2.1409 -3.1841 -0.1 0.1 0.0 0.133
H -3.0892 3.0620 -0.6233 -0.1 0.0 0.0 0.128
H -3.2948 3.9497 -2.1467 -0.2 0.1 0.0 0.114
O 0.7648 0.9653 1.8306 -0.3 -0.2 0.2 0.158
C -0.3243 1.0864 2.3072 -0.3 0.0 0.2 -0.551
O -0.6460 0.7504 3.5722 0.1 -0.1 -0.2 0.050
C -1.9643 1.2488 3.8459 -0.2 0.2 0.3 -0.097
C -2.5586 1.3488 2.4604 -0.2 -0.1 0.0 -0.096
O -1.3935 1.5781 1.6494 0.1 0.1 0.1 0.054
H -2.5008 0.5670 4.4943 0.1 -0.1 0.0 0.108
H -1.8797 2.2197 4.3378 0.1 0.0 -0.1 0.136
H -3.0342 0.4201 2.1407 0.1 0.0 0.0 0.122
H -3.2683 2.1649 2.3569 0.1 0.1 -0.1 0.135
O 9.2603 5.9819 -2.0187 0.0 0.0 0.0 0.161
C 8.3879 5.4125 -2.5880 0.0 0.0 0.0 -0.575
O 8.4960 4.8887 -3.8345 -0.1 0.0 0.0 0.056
C 7.3322 4.0932 -4.0867 -0.1 -0.1 -0.1 -0.116
C 6.3155 4.6919 -3.1389 -0.2 -0.1 0.0 -0.110
O 7.1495 5.1981 -2.0860 0.0 0.0 -0.1 0.061
H 7.0403 4.1654 -5.1311 0.1 0.1 0.0 0.130
H 7.5614 3.0522 -3.8505 0.0 0.0 0.0 0.132
H 5.7711 5.5264 -3.5867 0.1 0.0 0.0 0.137
H 5.6000 3.9667 -2.7532 0.2 0.2 0.1 0.099
O -10.1232 5.9521 4.6678 0.0 0.0 0.0 0.161
C -9.6253 5.5170 3.6819 0.0 0.0 0.0 -0.576
O -8.7404 4.4923 3.6513 -0.1 0.1 -0.1 0.057
C -8.5457 4.1098 2.2823 0.1 -0.2 -0.1 -0.122
C -8.9209 5.3711 1.5389 0.1 0.0 -0.1 -0.117
O -9.8636 5.9807 2.4298 0.1 -0.1 0.0 0.055
H -7.5200 3.8033 2.1064 0.0 0.0 0.1 0.115
H -9.2099 3.2761 2.0518 0.0 0.0 0.0 0.135
H -8.0730 6.0455 1.4064 0.0 0.0 0.0 0.131
H -9.3744 5.1774 0.5714 -0.1 0.1 0.1 0.132
O -3.2566 -3.6404 0.0375 0.0 0.2 -0.1 0.129
C -4.1058 -4.4268 -0.2821 -0.1 -0.1 0.1 -0.549
O -4.5013 -5.4569 0.4711 0.0 0.0 0.0 0.091
C -5.6762 -6.0223 -0.1356 -0.2 -0.1 -0.1 -0.092
C -5.5261 -5.5884 -1.5794 -0.2 -0.2 -0.1 -0.091
O -4.7699 -4.3742 -1.4447 0.0 0.0 0.0 0.082
H -5.6912 -7.1005 -0.0092 0.2 0.0 0.1 0.136
H -6.5563 -5.5934 0.3439 0.0 0.1 0.0 0.138
H -4.9481 -6.2956 -2.1747 0.1 0.0 0.0 0.138
H -6.4736 -5.3975 -2.0739 0.0 0.2 0.0 0.138
O -3.5202 -1.4112 4.4663 -0.1 0.0 0.0 0.144
C -2.5166 -2.0474 4.3796 0.1 -0.1 -0.1 -0.583
O -2.2169 -2.8668 3.3489 0.0 0.1 0.1 0.063
C -0.8386 -3.2507 3.4699 0.0 -0.3 0.0 -0.114
C -0.5868 -3.0612 4.9513 0.2 -0.1 -0.1 -0.093
O -1.5201 -2.0274 5.2885 -0.1 0.0 0.0 0.068
H -0.6931 -4.2726 3.1339 -0.2 0.2 0.0 0.106
H -0.2330 -2.5848 2.8532 0.0 0.1 0.0 0.125
H -0.8251 -3.9519 5.5348 0.0 0.0 0.0 0.136
H 0.4286 -2.7479 5.1771 -0.1 0.2 0.1 0.128
O -4.8509 4.7220 -4.2270 0.1 -0.1 0.0 0.169
C -4.6730 5.7950 -3.7514 -0.1 0.0 0.0 -0.572
O -5.5957 6.7814 -3.7129 0.1 0.0 0.1 0.069
C -5.1005 7.8241 -2.8664 0.0 0.1 0.1 -0.111
C -3.6026 7.6035 -2.9260 0.1 0.2 0.1 -0.109
O -3.5141 6.1958 -3.1719 -0.1 0.1 0.0 0.043
H -5.4060 8.7975 -3.2401 -0.1 -0.1 -0.1 0.133
H -5.5047 7.6827 -1.8627 0.0 0.0 0.0 0.133
H -3.1336 8.1352 -3.7552 0.0 0.0 0.0 0.134
H -3.0929 7.8639 -2.0024 0.0 -0.2 0.0 0.133
O 1.0075 -5.2226 2.2454 0.1 0.0 0.1 0.126
C 1.6232 -6.2431 2.2570 0.3 -0.3 0.0 -0.550
O 1.9450 -6.9528 1.1565 -0.1 0.1 0.1 0.063
C 2.8773 -7.9727 1.5413 0.2 -0.2 0.0 -0.099
C 2.5753 -8.1377 3.0168 0.1 -0.2 0.0 -0.103
O 2.0912 -6.8363 3.3732 -0.1 0.0 -0.1 0.066
H 2.7136 -8.8785 0.9646 -0.2 0.1 -0.1 0.135
H 3.8889 -7.6089 1.3574 0.0 0.1 0.0 0.136
H 1.7875 -8.8688 3.2048 0.0 0.0 0.0 0.134
H 3.4493 -8.3960 3.6078 0.0 0.2 0.1 0.136
O 3.2635 -3.5664 -9.1307 0.0 0.0 0.0 0.166
C 2.9591 -3.7836 -8.0052 0.0 0.0 0.0 -0.571
O 3.4358 -3.1029 -6.9315 -0.1 -0.1 0.0 0.057
C 2.6747 -3.4900 -5.7820 0.0 0.0 0.2 -0.126
C 2.1572 -4.8501 -6.1862 -0.2 -0.2 0.2 -0.127
O 2.0882 -4.7470 -7.6123 0.1 0.1 0.1 0.057
H 3.3003 -3.5250 -4.8940 0.2 0.1 -0.1 0.130
H 1.8708 -2.7674 -5.6274 0.0 0.0 -0.1 0.131
H 2.8484 -5.6533 -5.9249 0.0 0.0 0.0 0.132
H 1.1801 -5.0735 -5.7673 -0.1 0.0 -0.1 0.122
```
Forces are in eV/Å.

Summary:
Gap between HOMO and LUMO (Ha): 0.2744
SMILES string: [H]/N=C\CC1=C(P(=O)(O)O)C(=O)c2c(CB(O)O)c(CCCCl)c([PH2]=N)c(/C(Cl)=C(\C)Cl)c2C1=O.O=C1OCCO1.O=C1OCCO1.O=C1OCCO1.O=C1OCCO1.O=C1OCCO1.O=C1OCCO1.O=C1OCCO1.O=C1OCCO1.O=C1OCCO1
HOMO level (eV): -8.805
Net charge: 0
Multiplicity: 1

***

2.
ORCA calculation (the ωB97M-V functional and the def2-TZVPD basis) on C46H58BF4O4Os as an isolated structure.

Geometry as XYZ:
```
114
Properties=species:S:1:pos:R:3:forces:R:3:lowdin_charge:R:1
Os 0.1607 1.5845 -1.7160 -0.1 0.0 0.2 1.756
C 3.0691 1.7829 -2.8680 0.0 0.1 0.1 0.002
O 2.1990 1.3460 -1.7953 0.0 -0.2 -0.1 -0.329
C 2.6410 0.3703 -0.8514 0.0 0.0 0.0 -0.192
C 2.8286 0.8202 0.4499 0.0 0.0 0.0 -0.129
C 2.7434 2.2872 0.8213 0.0 0.0 0.0 -0.041
C 1.5305 2.7546 1.6031 0.0 0.0 0.0 -0.090
C 1.6135 3.7886 2.4814 -0.1 0.0 0.0 0.037
C 0.4658 4.3530 3.1009 0.0 0.0 0.0 -0.099
C -0.8000 3.8229 2.7982 0.0 0.0 0.0 0.036
C -0.9582 2.7746 1.9314 -0.1 0.0 0.1 -0.075
C -2.3548 2.3761 1.4887 0.0 0.0 0.0 -0.035
C -2.6166 1.0402 0.8171 0.0 0.0 0.0 -0.122
C -3.0828 -0.0144 1.5850 0.0 0.0 0.0 0.034
C -3.3675 -1.2728 1.0520 0.0 0.0 0.0 -0.137
C -3.2056 -1.4488 -0.3144 0.0 0.0 0.0 0.052
C -2.7582 -0.4206 -1.1391 0.0 0.1 -0.1 -0.122
C -2.5958 -0.6668 -2.6291 0.0 0.0 0.0 -0.048
C -1.4098 -1.5142 -3.0577 0.0 0.0 0.0 -0.123
C -1.5420 -2.5493 -3.9741 0.0 0.0 0.0 0.035
C -0.4389 -3.2661 -4.4331 0.0 0.0 0.0 -0.152
C 0.8189 -2.9032 -3.9527 0.0 0.0 0.0 0.022
C 1.0045 -1.8776 -3.0342 0.1 0.0 0.0 -0.108
C 2.4196 -1.4860 -2.6198 0.0 -0.1 0.0 -0.044
C 2.6602 -0.9707 -1.2106 0.0 0.1 -0.1 -0.120
C 2.9404 -1.8817 -0.1974 0.0 0.0 0.0 0.051
C 3.1493 -1.4942 1.1219 0.0 0.0 0.0 -0.135
C 3.0984 -0.1337 1.4172 0.0 0.0 0.0 0.037
C 3.4131 -2.4977 2.2416 0.0 0.0 0.0 -0.555
C 4.7611 -2.1846 2.9044 0.0 0.0 0.0 -0.040
C 2.2884 -2.3789 3.2819 0.0 0.0 0.0 -0.038
C 3.4472 -3.9387 1.7329 0.0 0.0 0.0 -0.063
C -0.1334 -1.2098 -2.5983 -0.1 -0.1 0.0 -0.242
O -0.0189 -0.2631 -1.6285 0.0 0.2 -0.2 -0.236
C -0.5600 -4.4216 -5.4259 0.0 0.0 0.0 -0.560
C -2.0078 -4.6672 -5.8513 0.0 0.0 0.0 -0.067
C 0.2633 -4.1067 -6.6825 0.0 0.0 0.0 -0.043
C -0.0251 -5.7035 -4.7712 0.0 0.0 0.0 -0.043
C -2.4797 0.8012 -0.5480 -0.1 -0.1 0.0 -0.196
O -1.8893 1.7992 -1.3720 0.0 0.0 0.1 -0.320
C -2.7197 2.8702 -1.8817 0.0 0.0 -0.1 0.001
C -3.8385 -2.3903 1.9798 0.0 0.0 0.0 -0.556
C -5.1302 -1.9591 2.6866 0.0 0.0 0.0 -0.041
C -4.1136 -3.6899 1.2228 0.0 0.0 0.0 -0.063
C -2.7458 -2.6618 3.0246 0.0 0.0 0.0 -0.040
C 0.2212 2.1873 1.3378 0.1 0.0 0.0 -0.262
O 0.0943 1.2114 0.5568 0.0 0.1 -0.1 -0.036
C 0.6450 5.5569 4.0053 0.0 0.0 0.0 -0.552
C 1.6136 5.1999 5.1442 0.0 0.0 0.0 -0.032
C -0.6712 6.0345 4.6187 0.0 0.0 0.0 -0.058
C 1.2348 6.7023 3.1619 0.0 0.0 0.0 -0.023
H 4.0885 1.5030 -2.6144 0.0 0.0 0.0 0.119
H 2.7606 1.3219 -3.8029 0.0 0.0 0.0 0.095
H 2.9749 2.8649 -2.9278 0.0 0.0 0.0 0.102
H 3.6316 2.5481 1.3999 0.0 0.0 0.0 0.137
H 2.7854 2.9050 -0.0796 0.0 0.0 0.0 0.119
H 2.5832 4.2243 2.6879 0.0 0.0 0.0 0.128
H -1.6810 4.2838 3.2239 0.0 0.0 0.0 0.121
H -2.9859 2.4081 2.3793 0.0 0.0 0.0 0.131
H -2.7260 3.1889 0.8559 0.1 0.0 0.0 0.128
H -3.2104 0.1524 2.6482 0.0 0.0 0.0 0.122
H -3.4217 -2.4041 -0.7740 0.0 0.0 0.0 0.120
H -3.5033 -1.1500 -2.9953 0.0 0.0 0.0 0.130
H -2.5383 0.2926 -3.1503 0.0 0.0 0.0 0.120
H -2.5337 -2.7921 -4.3324 0.0 0.0 0.0 0.110
H 1.6936 -3.4421 -4.2997 0.0 0.0 0.0 0.120
H 3.0405 -2.3752 -2.7398 0.0 0.0 0.0 0.126
H 2.8087 -0.7761 -3.3509 0.0 0.1 0.0 0.111
H 2.9743 -2.9294 -0.4653 0.0 0.0 0.0 0.117
H 3.2550 0.2046 2.4351 0.0 0.0 0.0 0.128
H 4.7819 -1.1812 3.3312 0.0 0.0 0.0 0.078
H 4.9512 -2.8928 3.7124 0.0 0.0 0.0 0.090
H 5.5769 -2.2631 2.1837 0.0 0.0 0.0 0.093
H 2.2461 -1.3805 3.7192 0.0 0.0 0.0 0.079
H 1.3180 -2.5902 2.8282 0.0 0.0 0.0 0.086
H 2.4530 -3.0926 4.0909 0.0 0.0 0.0 0.090
H 4.2449 -4.0924 1.0037 0.0 0.0 0.0 0.090
H 3.6332 -4.6114 2.5707 0.0 0.0 0.0 0.090
H 2.4981 -4.2313 1.2799 0.0 0.0 0.0 0.088
H -2.4368 -3.7963 -6.3505 0.0 0.0 0.0 0.088
H -2.0403 -5.4997 -6.5548 0.0 0.0 0.0 0.089
H -2.6406 -4.9297 -5.0013 0.0 0.0 0.0 0.088
H -0.1013 -3.1996 -7.1679 0.0 0.0 0.0 0.092
H 1.3200 -3.9665 -6.4524 0.0 0.0 0.0 0.077
H 0.1860 -4.9297 -7.3951 0.0 0.0 0.0 0.089
H -0.5977 -5.9483 -3.8748 0.0 0.0 0.0 0.092
H -0.1046 -6.5406 -5.4669 0.0 0.0 0.0 0.089
H 1.0233 -5.6050 -4.4866 0.0 0.0 0.0 0.078
H -3.7603 2.5888 -1.7417 0.0 0.0 0.0 0.118
H -2.4832 3.7882 -1.3470 0.0 0.0 0.0 0.089
H -2.4970 2.9894 -2.9400 0.0 0.0 0.0 0.104
H -5.9220 -1.7606 1.9621 0.0 0.0 0.0 0.093
H -5.4707 -2.7515 3.3551 0.0 0.0 0.0 0.090
H -4.9866 -1.0592 3.2857 0.0 0.0 0.0 0.078
H -4.9058 -3.5665 0.4819 0.0 0.0 0.0 0.090
H -3.2197 -4.0622 0.7189 0.0 0.0 0.0 0.088
H -4.4385 -4.4558 1.9278 0.0 0.0 0.0 0.090
H -2.5340 -1.7795 3.6297 0.0 0.0 0.0 0.079
H -3.0638 -3.4606 3.6966 0.0 0.0 0.0 0.089
H -1.8177 -2.9700 2.5390 0.0 0.0 0.0 0.087
H 1.2153 4.3886 5.7556 0.0 0.0 0.0 0.095
H 2.5946 4.9008 4.7753 0.0 0.0 0.0 0.080
H 1.7537 6.0713 5.7849 0.0 0.0 0.0 0.093
H -1.1401 5.2595 5.2280 0.0 0.0 0.0 0.093
H -0.4729 6.8884 5.2665 0.0 0.0 0.0 0.093
H -1.3806 6.3618 3.8570 0.0 0.0 0.0 0.090
H 2.2010 6.4404 2.7305 0.0 0.0 0.0 0.084
H 0.5603 6.9692 2.3465 0.0 0.0 0.0 0.094
H 1.3757 7.5807 3.7932 0.0 0.0 0.0 0.094
F 0.3560 3.5522 -1.7486 0.0 0.0 -0.1 -0.306
B 0.4617 5.2051 -0.9324 0.0 -0.1 0.0 -1.046
F -0.5186 5.0131 -0.0276 0.0 0.1 0.0 0.219
F 1.7263 5.1293 -0.4932 0.0 0.0 0.0 0.225
F 0.1980 5.9705 -1.9862 0.0 0.0 0.0 0.247
```
Forces are in eV/Å.

Summary:
Gap between HOMO and LUMO (spin up / spin down) (Ha): 0.3115 / 0.2161
⟨S²⟩: 6.03
HOMO level (spin up / spin down) (eV): -10.640 / -10.862
Net charge: +1
Multiplicity: 5